Run i
Molecular formula: C18H23N3O3S
Method: DFT, wB97M-V/def2-TZVPD

## Properties
charge: 0
orbital gap: 0.3026 hartree

Each line ends with the Mulliken charge.
Positions of all 48 atoms, in Å:
C (-6.396, -1.208, 2.644)  -1.596
C (-5.483, -0.762, 1.380)  1.151
C (-5.071, -1.578, 0.392)  -0.469
C (-4.420, -1.303, -0.697)  0.806
C (-4.093, -0.109, -0.959)  -0.946
C (-4.570, 0.901, 0.201)  0.570
C (-5.364, 0.447, 1.409)  -1.373
H (-5.588, 1.335, 1.849)  0.582
O (-4.277, 2.357, 0.025)  -0.445
C (-3.406, 2.792, -0.942)  -1.869
C (-2.086, 2.578, -0.863)  1.120
N (-1.509, 1.747, -1.848)  -0.429
N (-0.121, 1.298, -1.415)  -0.415
C (-0.041, 2.208, -0.134)  0.682
S (1.297, 2.243, 0.734)  -0.311
C (2.356, 1.225, -0.049)  -0.600
H (2.533, 1.567, -1.102)  0.404
H (1.957, 0.209, -0.198)  0.479
C (3.847, 1.367, 0.521)  0.616
O (3.790, 1.905, 1.759)  -0.723
N (4.731, 0.605, -0.064)  0.361
C (4.617, -0.109, -1.011)  -1.094
H (3.790, 0.055, -1.641)  0.660
C (4.862, -1.628, -0.626)  -0.537
C (6.238, -1.689, -0.288)  -0.938
C (6.350, -0.922, 1.167)  -0.560
C (6.040, 0.319, 0.751)  -0.907
H (6.002, 1.323, 1.589)  0.278
H (6.762, 0.807, 0.212)  0.538
H (7.261, -1.059, 1.761)  0.371
H (5.494, -1.132, 1.825)  0.282
H (6.325, -2.925, 0.134)  0.248
H (7.105, -1.568, -0.686)  0.529
H (4.896, -2.410, -1.729)  0.273
H (4.062, -2.066, -0.164)  0.365
H (5.597, 0.316, -1.786)  0.211
O (-1.197, 2.728, -0.015)  -0.347
H (-3.859, 2.593, -1.648)  1.147
H (-3.491, 3.969, -0.787)  0.268
H (-3.636, 0.489, -1.560)  1.214
C (-3.971, -2.332, -1.558)  -1.912
H (-4.194, -3.196, -1.085)  0.489
H (-4.835, -2.260, -2.534)  0.235
H (-3.104, -2.160, -2.058)  0.445
H (-5.613, -2.646, 0.455)  0.083
H (-5.709, -1.958, 3.162)  0.309
H (-6.669, -0.475, 3.216)  0.432
H (-7.206, -1.885, 2.263)  0.323


Run ii
Molecular formula: C18H23N3O3S
Method: DFT, wB97M-V/def2-TZVPD

## Properties
charge: 0
orbital gap: 0.3325 hartree

Each line ends with the Mulliken charge.
Positions of all 48 atoms, in Å:
C (-2.680, 0.423, -2.359)  -1.352
C (-2.607, 0.043, -0.999)  0.800
C (-2.826, -1.155, -0.600)  -0.005
C (-2.925, -1.608, 0.747)  -0.680
C (-2.711, -0.772, 1.562)  -0.233
C (-2.559, 0.627, 1.371)  -0.447
C (-2.618, 0.914, 0.139)  1.078
O (-2.376, 2.332, -0.651)  -0.458
C (-1.989, 3.361, 0.238)  -0.613
C (-0.497, 3.080, 0.788)  0.753
N (-0.165, 3.146, 2.020)  -0.436
N (1.121, 2.847, 1.833)  -0.448
C (1.563, 2.638, 0.567)  0.437
S (3.127, 2.709, 0.011)  -0.242
C (2.557, 2.067, -1.815)  -0.943
H (2.085, 2.899, -2.108)  0.540
H (3.506, 1.574, -2.137)  0.369
C (1.485, 0.908, -1.553)  0.476
O (0.704, 1.047, -2.483)  -0.635
N (1.706, 0.103, -0.555)  0.267
H (2.507, 0.133, -0.178)  0.139
C (0.709, -0.939, -0.218)  -0.788
C (0.640, -1.041, 1.197)  0.672
C (1.843, -1.618, 2.007)  -1.445
C (2.352, -2.823, 0.983)  -0.324
C (2.680, -2.817, -0.284)  -0.753
C (1.340, -2.537, -0.973)  -0.742
H (1.548, -2.052, -2.070)  0.261
H (0.462, -3.134, -0.745)  0.523
H (3.445, -2.170, -0.372)  0.323
H (2.912, -3.686, -0.752)  0.474
H (3.234, -3.365, 1.590)  0.267
H (1.609, -3.705, 1.408)  0.259
H (2.690, -1.062, 1.728)  0.304
H (1.668, -1.863, 2.901)  0.754
H (0.401, 0.016, 1.593)  -0.106
H (-0.151, -1.840, 1.155)  0.175
H (-0.130, -0.751, -0.575)  -0.020
O (0.453, 3.110, -0.089)  -0.153
H (-2.098, 4.376, -0.176)  0.407
H (-2.505, 3.367, 1.370)  0.259
H (-2.437, 1.532, 2.311)  0.040
H (-2.819, -0.880, 2.796)  0.110
H (-3.214, -2.735, 1.109)  0.185
H (-3.269, -1.951, -1.385)  0.056
H (-3.241, 1.197, -2.646)  0.478
H (-2.940, -0.529, -3.023)  0.285
H (-1.591, 0.588, -2.679)  0.130


Run iii
Molecular formula: C18H23N3O3S
Method: DFT, wB97M-V/def2-TZVPD

## Properties
charge: 0
structure (SMILES): CN(CC(=O)Nc1cccc(S(=O)(=O)N(C)C)c1)Cc1ccccc1
orbital gap: 0.3388 hartree

Each line ends with the Mulliken charge.
Positions of all 48 atoms, in Å:
C (0.349, -2.343, 3.857)  -1.289
N (0.437, -2.441, 2.416)  0.353
C (1.802, -2.646, 1.963)  -0.802
C (2.455, -1.336, 1.516)  0.587
O (3.630, -1.095, 1.673)  -0.675
N (1.553, -0.536, 0.887)  0.224
C (1.765, 0.626, 0.157)  0.244
C (2.974, 1.324, 0.158)  -0.420
C (3.120, 2.462, -0.615)  -0.749
C (2.076, 2.926, -1.403)  -0.289
C (0.885, 2.226, -1.395)  -0.232
C (0.713, 1.095, -0.629)  -0.317
H (-0.232, 0.578, -0.668)  0.134
S (-0.503, 2.716, -2.409)  1.473
O (-0.211, 3.951, -3.081)  -0.739
O (-0.914, 1.596, -3.206)  -0.659
N (-1.692, 2.937, -1.218)  0.069
C (-1.405, 4.112, -0.427)  -0.954
H (-0.392, 4.021, -0.039)  0.323
H (-2.106, 4.165, 0.405)  0.348
H (-1.475, 5.029, -1.024)  0.329
C (-3.032, 2.910, -1.765)  -1.114
H (-3.748, 2.763, -0.956)  0.334
H (-3.276, 3.834, -2.302)  0.383
H (-3.081, 2.075, -2.459)  0.369
H (2.166, 3.805, -2.020)  0.536
H (4.060, 2.991, -0.606)  0.406
H (3.791, 0.957, 0.757)  0.519
H (0.606, -0.903, 0.875)  -0.111
H (2.437, -3.111, 2.728)  0.427
H (1.813, -3.296, 1.083)  0.252
C (-0.537, -3.343, 1.808)  -1.624
C (-0.895, -2.805, 0.446)  0.617
C (-1.704, -1.675, 0.357)  -0.170
C (-1.982, -1.100, -0.871)  -0.324
C (-1.444, -1.640, -2.029)  -0.255
C (-0.649, -2.770, -1.950)  -0.860
C (-0.379, -3.351, -0.721)  -0.215
H (0.236, -4.239, -0.673)  0.402
H (-0.234, -3.201, -2.848)  0.410
H (-1.635, -1.166, -2.979)  0.405
H (-2.611, -0.224, -0.929)  0.369
H (-2.112, -1.247, 1.261)  0.287
H (-1.430, -3.351, 2.438)  0.536
H (-0.164, -4.376, 1.736)  0.342
H (1.048, -1.580, 4.196)  0.384
H (0.586, -3.288, 4.368)  0.376
H (-0.657, -2.037, 4.137)  0.360


Run iv
Molecular formula: C18H23N3O3S
Method: DFT, wB97M-V/def2-TZVPD

## Properties
charge: 0
structure (SMILES): CCOC(=O)C1CCN(Cc2cnc(Oc3ccc(N)cc3)s2)CC1
orbital gap: 0.3147 hartree

Each line ends with the Mulliken charge.
Positions of all 48 atoms, in Å:
C (3.373, 4.744, 2.410)  -1.092
C (4.160, 4.992, 1.131)  -0.253
H (3.649, 5.734, 0.510)  0.320
H (5.176, 5.325, 1.352)  0.318
O (4.321, 3.789, 0.377)  -0.327
C (3.303, 3.425, -0.413)  0.320
O (2.298, 4.072, -0.545)  -0.604
C (3.623, 2.131, -1.144)  0.236
C (4.099, 1.045, -0.174)  -1.235
C (2.944, 0.585, 0.710)  -0.683
N (1.882, 0.051, -0.119)  0.135
C (1.340, 1.093, -0.976)  -0.617
C (2.413, 1.618, -1.924)  -1.116
H (1.992, 2.421, -2.528)  0.356
H (2.733, 0.809, -2.582)  0.438
H (0.522, 0.664, -1.559)  0.460
H (0.936, 1.929, -0.380)  0.303
C (0.842, -0.597, 0.657)  -0.940
C (-0.024, -1.433, -0.226)  0.417
C (0.337, -2.187, -1.293)  -0.691
N (-0.658, -2.873, -1.911)  -0.610
C (-1.794, -2.672, -1.358)  0.716
O (-2.925, -3.167, -1.827)  -0.473
C (-4.030, -3.278, -0.993)  -0.015
C (-5.265, -2.903, -1.505)  -0.796
C (-6.402, -3.048, -0.739)  -0.492
C (-6.328, -3.566, 0.557)  0.920
C (-5.080, -3.948, 1.053)  -0.570
C (-3.941, -3.810, 0.287)  -0.098
H (-2.985, -4.126, 0.676)  0.515
H (-5.008, -4.361, 2.048)  0.273
N (-7.451, -3.639, 1.349)  -0.546
H (-7.405, -4.253, 2.146)  0.215
H (-8.340, -3.618, 0.878)  0.214
H (-7.361, -2.754, -1.138)  0.282
H (-5.319, -2.505, -2.506)  0.440
S (-1.741, -1.567, 0.036)  -0.108
H (1.339, -2.274, -1.670)  0.491
H (1.327, -1.245, 1.397)  0.369
H (0.214, 0.128, 1.207)  0.407
H (3.292, -0.205, 1.381)  0.507
H (2.591, 1.431, 1.330)  0.318
H (4.914, 1.421, 0.444)  0.499
H (4.456, 0.191, -0.751)  0.442
H (4.438, 2.372, -1.836)  0.384
H (2.360, 4.432, 2.167)  0.291
H (3.327, 5.659, 2.994)  0.396
H (3.852, 3.968, 3.003)  0.283


The structure with the most favorable energy is run iv; the runner-up is 0.0160 hartree above it.


Run i
Molecular formula: C6H16O
Method: DFT, wB97M-V/def2-TZVPD

## Properties
charge: 0
structure (SMILES): CCCCCC.O
orbital gap: 0.4082 hartree

Each line ends with the Mulliken charge.
Positions of all 23 atoms, in Å:
C (0.441, -2.185, -0.175)  -1.154
C (0.334, -1.211, -1.369)  -0.185
C (-0.622, -0.043, -1.396)  -0.580
C (-1.512, 0.190, -0.153)  -0.794
C (-0.697, 0.652, 1.073)  -0.156
C (-0.957, 2.087, 1.555)  -1.352
H (0.353, -1.682, 0.801)  0.223
H (-0.289, -2.988, -0.230)  0.295
H (1.449, -2.549, 0.042)  0.368
H (1.364, -0.845, -1.347)  0.090
H (0.301, -1.845, -2.254)  0.426
H (-0.141, 0.901, -1.642)  0.273
H (-1.425, -0.205, -2.075)  0.312
H (-2.221, -0.629, 0.009)  0.398
H (-2.254, 0.962, -0.400)  0.477
H (-0.870, 0.017, 1.942)  0.278
H (0.349, 0.502, 0.824)  0.044
H (-0.131, 2.312, 2.236)  0.351
H (-1.822, 2.054, 2.223)  0.344
H (-1.065, 2.851, 0.792)  0.368
H (3.580, 0.956, -0.648)  0.299
H (3.030, -0.069, 0.309)  0.300
O (2.805, 0.766, -0.116)  -0.626


Run ii
Molecular formula: C6H16O
Method: DFT, wB97M-V/def2-TZVPD

## Properties
charge: 0
structure (SMILES): CC(C)O.CCC
orbital gap: 0.4153 hartree

Each line ends with the Mulliken charge.
Positions of all 23 atoms, in Å:
C (1.447, -0.978, -1.140)  0.501
C (1.611, 0.504, -1.467)  -1.258
C (0.124, -1.475, -1.722)  -1.275
O (2.525, -1.591, -1.860)  -0.568
H (1.545, -1.241, -0.087)  0.295
H (0.754, 1.127, -1.190)  0.283
H (-0.061, -2.524, -1.464)  0.334
H (-0.772, -0.918, -1.443)  0.267
H (0.198, -1.424, -2.813)  0.391
H (2.524, -2.543, -1.710)  0.314
H (1.589, 0.613, -2.549)  0.399
H (2.510, 0.839, -0.970)  0.298
C (-1.867, 0.742, 1.577)  -0.109
C (-0.897, -0.321, 1.964)  -0.884
C (-1.215, 2.148, 1.434)  -1.168
H (-2.746, 0.902, 2.191)  0.319
H (-2.169, 0.594, 0.543)  0.155
H (-0.050, -0.466, 1.299)  0.007
H (-0.410, -0.212, 2.937)  0.393
H (-1.968, 2.822, 1.019)  0.317
H (-0.283, 2.139, 0.883)  0.286
H (-1.337, -1.307, 2.142)  0.341
H (-1.053, 2.571, 2.427)  0.362


The structure with the most favorable energy is run ii; the runner-up is 0.0116 hartree above it.


Run i
Molecular formula: C3H2O3
Method: DFT, wB97M-V/def2-TZVPD

## Properties
charge: 0
structure (SMILES): C=C=O.O=C=O
orbital gap: 0.3687 hartree

Each line ends with the Mulliken charge.
Positions of all 8 atoms, in Å:
C (1.629, -2.032, 3.080)  0.701
C (-0.807, -0.389, 1.138)  0.795
C (-0.356, 0.217, 0.091)  -0.937
O (1.475, -0.897, 3.203)  -0.365
O (-1.349, -0.809, 2.076)  -0.352
O (1.797, -3.157, 3.066)  -0.335
H (-0.551, -0.138, -0.877)  0.283
H (0.057, 1.319, 0.162)  0.210


Run ii
Molecular formula: C3H2O3
Method: DFT, wB97M-V/def2-TZVPD

## Properties
charge: 0
orbital gap: 0.2982 hartree

Each line ends with the Mulliken charge.
Positions of all 8 atoms, in Å:
O (-1.886, 0.335, 1.044)  -0.316
C (-0.610, 0.449, 0.890)  -0.343
C (0.075, 0.424, -0.442)  0.531
O (0.064, 1.398, -1.162)  -0.486
C (0.980, -0.779, -0.709)  0.019
O (1.017, -1.711, 0.054)  -0.439
H (-1.208, 0.609, 1.969)  0.681
H (1.568, -0.726, -1.645)  0.354


Run iii
Molecular formula: C3H2O3
Method: DFT, wB97M-V/def2-TZVPD

## Properties
charge: 0
structure (SMILES): O=CC(=O)C=O
orbital gap: 0.2944 hartree

Each line ends with the Mulliken charge.
Positions of all 8 atoms, in Å:
C (1.238, -0.638, -0.017)  -0.066
C (-0.007, 0.141, 0.091)  0.752
C (-1.316, -0.801, 0.161)  0.049
H (1.206, -1.869, -0.446)  0.151
H (-1.201, -1.862, 0.524)  0.294
O (2.252, -0.021, -0.057)  -0.318
O (-0.011, 1.401, 0.077)  -0.464
O (-2.177, 0.060, -0.207)  -0.398


Run iv
Molecular formula: C3H2O3
Method: DFT, wB97M-V/def2-TZVPD

## Properties
charge: 0
structure (SMILES): O=CC(=O)C=O
orbital gap: 0.3253 hartree

Each line ends with the Mulliken charge.
Positions of all 8 atoms, in Å:
O (-1.919, -0.068, 0.987)  -0.391
C (-0.889, 0.526, 0.807)  0.025
C (-0.099, 0.329, -0.489)  0.525
O (-0.305, 0.986, -1.480)  -0.460
C (0.973, -0.757, -0.470)  0.063
O (1.243, -1.340, 0.549)  -0.429
H (-0.482, 1.255, 1.535)  0.301
H (1.478, -0.930, -1.439)  0.366


The structure with the most favorable energy is run i; the runner-up is 0.0471 hartree above it.